1.
{"formula": "C52H97BrN3O24S2", "method": "ωB97M-V/def2-TZVPD", "species": ["C", "C", "C", "C", "C", "N", "C", "N", "C", "C", "O", "O", "C", "C", "O", "N", "C", "S", "C", "C", "C", "C", "O", "Br", "S", "C", "O", "O", "H", "H", "H", "H", "H", "H", "H", "H", "H", "H", "H", "H", "H", "H", "H", "H", "H", "H", "H", "H", "H", "H", "H", "H", "H", "O", "C", "O", "C", "C", "C", "H", "H", "H", "H", "H", "H", "H", "H", "O", "C", "O", "C", "C", "C", "H", "H", "H", "H", "H", "H", "H", "H", "O", "C", "O", "C", "C", "C", "H", "H", "H", "H", "H", "H", "H", "H", "O", "C", "O", "C", "C", "C", "H", "H", "H", "H", "H", "H", "H", "H", "O", "C", "O", "C", "C", "C", "H", "H", "H", "H", "H", "H", "H", "H", "O", "C", "O", "C", "C", "C", "H", "H", "H", "H", "H", "H", "H", "H", "O", "C", "O", "C", "C", "C", "H", "H", "H", "H", "H", "H", "H", "H", "O", "C", "O", "C", "C", "C", "H", "H", "H", "H", "H", "H", "H", "H", "O", "C", "O", "C", "C", "C", "H", "H", "H", "H", "H", "H", "H", "H"], "coordinates": [[0.05, 3.72, 0.88], [0.36, 2.58, 0.72], [0.73, 1.17, 0.42], [1.67, 1.22, -0.80], [2.26, -0.17, -1.22], [1.99, -1.23, -0.22], [2.74, -1.36, 0.84], [3.75, -0.41, 0.99], [5.07, -0.97, 0.65], [5.86, 0.16, -0.06], [5.68, 1.28, 0.29], [6.72, -0.14, -1.11], [6.11, 0.34, -2.31], [5.47, -0.74, -3.18], [6.12, 1.48, -2.63], [2.59, -2.35, 1.80], [2.84, -3.73, 1.40], [4.54, -4.30, 1.85], [5.13, -5.23, 0.39], [5.00, -4.47, -0.95], [1.72, -2.09, 2.94], [2.45, -1.19, 3.97], [3.33, -1.57, 4.64], [1.85, 0.68, 4.10], [0.68, -2.32, -0.59], [1.29, -3.50, -1.83], [-0.28, -1.52, -1.28], [0.07, -2.93, 0.54], [-0.17, 4.75, 0.73], [-0.20, 0.63, 0.22], [1.21, 0.78, 1.32], [1.09, 1.60, -1.64], [2.49, 1.92, -0.65], [3.32, -0.10, -1.45], [1.79, -0.43, -2.18], [3.74, -0.02, 1.93], [5.03, -1.86, 0.02], [5.60, -1.20, 1.58], [6.12, -1.00, -4.01], [4.48, -0.42, -3.51], [5.31, -1.63, -2.55], [2.73, -3.88, 0.32], [2.14, -4.41, 1.88], [4.66, -6.22, 0.32], [6.20, -5.42, 0.56], [4.68, -5.19, -1.72], [5.97, -4.06, -1.25], [4.28, -3.64, -0.93], [0.75, -1.68, 2.64], [1.51, -3.03, 3.44], [0.63, -3.40, -2.69], [2.29, -3.17, -2.16], [1.24, -4.52, -1.46], [4.20, -7.73, -1.32], [4.30, -8.93, -1.21], [3.44, -9.58, -0.42], [3.32, -11.01, -0.38], [4.31, -11.61, 0.60], [5.42, -9.69, -1.87], [3.41, -11.44, -1.37], [2.31, -11.22, -0.04], [5.34, -11.41, 0.30], [4.17, -12.69, 0.67], [4.18, -11.18, 1.59], [6.29, -9.67, -1.22], [5.67, -9.20, -2.82], [5.17, -10.72, -2.12], [1.69, -1.17, -3.88], [0.92, -1.08, -4.82], [-0.37, -1.27, -4.61], [-1.39, -0.99, -5.59], [-1.61, -2.17, -6.51], [1.43, -0.86, -6.22], [-1.17, -0.08, -6.13], [-2.30, -0.81, -5.02], [-0.71, -2.40, -7.09], [-2.42, -1.96, -7.20], [-1.85, -3.07, -5.94], [1.70, -1.82, -6.66], [2.32, -0.23, -6.16], [0.73, -0.34, -6.86], [-4.54, -0.85, -7.19], [-4.83, -0.35, -8.25], [-3.90, -0.32, -9.23], [-4.19, 0.05, -10.58], [-4.11, 1.55, -10.77], [-6.16, 0.31, -8.48], [-5.15, -0.36, -10.90], [-3.43, -0.43, -11.19], [-4.85, 2.08, -10.17], [-4.27, 1.81, -11.82], [-3.13, 1.92, -10.47], [-6.11, 1.34, -8.13], [-6.91, -0.22, -7.89], [-6.50, 0.29, -9.51], [-1.08, 7.90, 4.09], [0.10, 7.95, 3.83], [0.51, 8.63, 2.75], [1.88, 8.92, 2.46], [2.54, 7.78, 1.71], [1.11, 7.19, 4.65], [2.42, 9.19, 3.37], [1.87, 9.81, 1.83], [2.55, 6.86, 2.31], [3.56, 8.03, 1.45], [1.98, 7.56, 0.80], [1.18, 6.17, 4.27], [0.76, 7.16, 5.68], [2.10, 7.64, 4.66], [-7.87, 7.13, 5.07], [-6.70, 7.16, 4.80], [-6.28, 7.83, 3.72], [-4.90, 8.10, 3.43], [-4.26, 6.95, 2.69], [-5.69, 6.39, 5.62], [-4.36, 8.37, 4.34], [-4.90, 8.99, 2.80], [-4.25, 6.04, 3.29], [-3.23, 7.20, 2.43], [-4.81, 6.73, 1.78], [-5.63, 5.37, 5.25], [-6.03, 6.38, 6.66], [-4.69, 6.84, 5.63], [-9.87, 4.35, 10.87], [-10.15, 4.91, 9.84], [-9.22, 4.99, 8.86], [-9.51, 5.46, 7.54], [-9.40, 6.96, 7.44], [-11.47, 5.61, 9.65], [-10.48, 5.09, 7.19], [-8.75, 5.00, 6.90], [-10.13, 7.46, 8.08], [-9.56, 7.29, 6.42], [-8.41, 7.29, 7.76], [-11.40, 6.62, 10.06], [-12.23, 5.06, 10.20], [-11.80, 5.65, 8.62], [-13.50, 4.41, 6.88], [-13.35, 3.23, 7.02], [-14.22, 2.54, 7.78], [-14.26, 1.12, 7.85], [-13.29, 0.58, 8.89], [-12.16, 2.51, 6.43], [-14.11, 0.67, 6.87], [-15.28, 0.86, 8.15], [-12.26, 0.83, 8.63], [-13.37, -0.50, 8.97], [-13.49, 1.03, 9.86], [-11.32, 2.59, 7.12], [-11.90, 3.00, 5.49], [-12.35, 1.47, 6.19], [13.11, 0.72, 0.01], [12.01, 1.17, 0.14], [10.94, 0.40, -0.14], [9.60, 0.76, 0.17], [8.98, 1.61, -0.93], [11.80, 2.61, 0.53], [9.54, 1.24, 1.14], [9.05, -0.18, 0.25], [9.51, 2.55, -1.05], [7.94, 1.83, -0.70], [9.03, 1.09, -1.88], [11.83, 3.23, -0.37], [12.60, 2.91, 1.19], [10.87, 2.79, 1.06], [5.91, -9.24, -4.70], [5.65, -8.66, -5.72], [6.56, -8.64, -6.70], [6.28, -8.16, -8.03], [6.48, -6.66, -8.13], [4.37, -7.89, -5.88], [5.29, -8.48, -8.36], [7.00, -8.67, -8.68], [5.79, -6.12, -7.48], [6.33, -6.33, -9.15], [7.49, -6.39, -7.81], [4.50, -6.89, -5.47], [3.59, -8.40, -5.31], [4.01, -7.82, -6.90]], "mulliken_charge": [0.156, -1.509, 1.112, -1.292, 1.802, 0.810, -2.061, 0.388, 0.776, 0.081, -0.475, -0.229, 0.567, -0.678, -0.435, 0.603, -0.238, -0.236, -0.328, -0.166, -0.413, 0.247, -0.415, -0.152, 1.484, -1.021, -0.655, -0.669, 0.520, 0.393, -0.464, 0.522, 0.471, -0.952, -0.329, 0.402, -0.638, 0.512, 0.482, 0.191, 0.026, -0.362, 0.691, 0.096, 0.488, 0.361, 0.371, -0.578, 0.429, 0.539, 0.415, 0.107, 0.534, -0.598, 0.823, -0.381, -0.349, -0.982, -0.887, 0.361, 0.311, 0.269, 0.367, 0.301, 0.244, 0.265, 0.298, -0.644, 0.736, -0.286, -0.467, -0.813, -1.319, 0.368, 0.326, 0.277, 0.209, 0.286, 0.304, 0.338, 0.410, -0.549, 0.932, -0.379, -0.426, -0.972, -1.209, 0.372, 0.319, 0.273, 0.368, 0.300, 0.285, 0.327, 0.348, -0.545, 0.782, -0.391, -0.422, -0.927, -0.926, 0.371, 0.315, 0.252, 0.369, 0.279, 0.223, 0.310, 0.323, -0.493, 0.673, -0.366, -0.523, -0.825, -0.851, 0.385, 0.326, 0.235, 0.242, 0.349, 0.233, 0.238, 0.349, -0.601, 0.766, -0.394, 0.165, -1.082, -0.833, -0.145, 0.366, 0.371, 0.331, 0.228, 0.259, 0.295, 0.271, -0.567, 0.765, -0.364, -0.400, -0.940, -0.988, 0.355, 0.316, 0.264, 0.357, 0.291, 0.206, 0.347, 0.374, -0.552, 0.680, -0.395, -0.347, -0.610, -0.879, 0.328, 0.216, 0.353, 0.171, 0.199, 0.244, 0.313, 0.309, -0.576, 0.698, -0.363, -0.438, -0.923, -0.946, 0.371, 0.304, 0.248, 0.354, 0.302, 0.227, 0.303, 0.366], "mol_weight_g_mol": 1292.38, "charge": 1, "lumo_energy_ev": -4.3, "orbital_gap_ev": 6.194}


2.
{"formula": "C53H117N7O7", "method": "ωB97M-V/def2-TZVPD", "species": ["C", "C", "C", "C", "C", "C", "C", "C", "C", "N", "O", "H", "H", "H", "H", "H", "H", "H", "H", "H", "H", "H", "H", "H", "H", "H", "H", "H", "H", "H", "C", "C", "C", "C", "C", "C", "C", "C", "C", "N", "O", "H", "H", "H", "H", "H", "H", "H", "H", "H", "H", "H", "H", "H", "H", "H", "H", "H", "H", "H", "C", "C", "C", "C", "C", "C", "C", "C", "C", "N", "O", "H", "H", "H", "H", "H", "H", "H", "H", "H", "H", "H", "H", "H", "H", "H", "H", "H", "H", "H", "C", "C", "C", "C", "C", "C", "C", "C", "C", "N", "O", "H", "H", "H", "H", "H", "H", "H", "H", "H", "H", "H", "H", "H", "H", "H", "H", "H", "H", "H", "C", "C", "C", "C", "C", "C", "C", "C", "C", "N", "O", "H", "H", "H", "H", "H", "H", "H", "H", "H", "H", "H", "H", "H", "H", "H", "H", "H", "H", "H", "C", "O", "C", "C", "C", "N", "H", "H", "H", "H", "H", "H", "H", "H", "H", "H", "H", "C", "O", "C", "C", "C", "N", "H", "H", "H", "H", "H", "H", "H", "H", "H", "H", "H"], "coordinates": [[4.67, -4.90, 2.46], [3.12, -4.76, 2.47], [2.71, -3.50, 1.74], [2.58, -5.98, 1.68], [2.60, -7.23, 2.53], [1.82, -7.05, 3.82], [2.34, -5.89, 4.68], [1.25, -5.56, 5.72], [3.55, -6.37, 5.54], [2.63, -4.71, 3.87], [3.12, -3.64, 4.61], [4.99, -5.41, 3.37], [5.12, -5.31, 1.56], [5.12, -3.91, 2.60], [1.77, -3.07, 2.06], [3.54, -2.78, 1.72], [2.70, -3.75, 0.67], [1.65, -5.82, 1.12], [3.27, -6.10, 0.84], [2.39, -8.17, 2.01], [3.64, -7.29, 2.87], [1.88, -8.01, 4.34], [0.73, -6.92, 3.72], [1.57, -4.72, 6.33], [0.99, -6.50, 6.21], [0.33, -5.25, 5.22], [3.52, -6.13, 6.60], [4.54, -6.14, 5.12], [3.69, -7.46, 5.52], [2.43, -2.97, 4.63], [2.83, 3.75, -4.80], [3.81, 2.69, -4.31], [3.70, 2.43, -2.81], [3.50, 1.36, -5.05], [4.15, 1.23, -6.42], [5.64, 1.45, -6.27], [5.97, 2.86, -5.74], [7.43, 2.79, -5.29], [5.84, 3.94, -6.84], [5.22, 3.15, -4.51], [5.52, 4.42, -4.01], [2.96, 4.00, -5.86], [1.80, 3.38, -4.72], [2.91, 4.68, -4.23], [4.36, 1.63, -2.48], [4.05, 3.34, -2.31], [2.66, 2.17, -2.61], [3.78, 0.50, -4.44], [2.41, 1.36, -5.11], [3.94, 0.25, -6.86], [3.70, 1.95, -7.10], [6.10, 1.39, -7.26], [6.12, 0.72, -5.62], [7.82, 3.80, -5.21], [8.05, 2.30, -6.05], [7.63, 2.19, -4.40], [5.28, 3.60, -7.71], [6.76, 4.39, -7.22], [5.29, 4.83, -6.51], [5.98, 4.24, -3.18], [-3.28, 1.57, 0.71], [-2.48, 1.29, -0.59], [-3.33, 0.50, -1.54], [-2.10, 2.65, -1.26], [-1.01, 3.45, -0.55], [0.24, 2.57, -0.41], [-0.06, 1.26, 0.31], [1.11, 0.30, -0.01], [-0.07, 1.53, 1.84], [-1.25, 0.61, -0.24], [-1.52, -0.59, 0.50], [-2.72, 1.52, 1.65], [-3.54, 2.64, 0.77], [-4.23, 1.12, 1.01], [-3.40, -0.55, -1.22], [-4.37, 0.83, -1.55], [-3.12, 0.54, -2.61], [-1.73, 2.44, -2.27], [-3.05, 3.17, -1.41], [-0.69, 4.32, -1.13], [-1.48, 3.84, 0.35], [0.93, 3.14, 0.22], [0.70, 2.45, -1.39], [1.97, 0.58, 0.61], [1.41, 0.40, -1.06], [1.00, -0.74, 0.27], [-0.36, 0.58, 2.28], [-0.84, 2.26, 2.11], [0.80, 2.03, 2.26], [-1.03, -1.22, -0.05], [-2.59, 0.39, 6.57], [-2.78, -0.60, 5.42], [-2.40, 0.06, 4.07], [-1.74, -1.73, 5.59], [-1.95, -2.93, 4.69], [-3.36, -3.50, 4.95], [-4.48, -2.44, 4.81], [-4.72, -2.24, 3.32], [-5.77, -3.05, 5.35], [-4.11, -1.19, 5.49], [-5.11, -0.21, 5.39], [-2.50, -0.13, 7.52], [-1.78, 1.10, 6.39], [-3.50, 0.99, 6.64], [-2.20, -0.67, 3.28], [-3.09, 0.83, 3.72], [-1.46, 0.59, 4.22], [-0.72, -1.34, 5.46], [-1.82, -2.09, 6.62], [-1.95, -2.65, 3.63], [-1.22, -3.73, 4.81], [-3.48, -4.08, 5.86], [-3.47, -4.24, 4.15], [-3.87, -1.89, 2.72], [-5.50, -1.49, 3.12], [-5.11, -3.09, 2.75], [-6.10, -3.94, 4.82], [-6.58, -2.36, 5.08], [-5.70, -3.21, 6.43], [-5.08, 0.13, 4.47], [-2.24, -3.63, -2.73], [-0.72, -3.76, -2.67], [-0.34, -3.80, -1.15], [-0.37, -5.16, -3.24], [1.08, -5.42, -3.69], [1.53, -4.19, -4.46], [1.36, -2.87, -3.75], [2.37, -2.74, -2.60], [1.75, -1.78, -4.78], [-0.07, -2.69, -3.40], [-0.37, -1.42, -2.85], [-2.79, -4.48, -2.33], [-2.58, -2.80, -2.09], [-2.64, -3.41, -3.72], [0.70, -4.14, -1.09], [-0.25, -2.83, -0.67], [-0.97, -4.55, -0.69], [-0.60, -5.91, -2.47], [-1.11, -5.40, -4.00], [1.69, -5.71, -2.84], [1.08, -6.30, -4.34], [1.10, -4.27, -5.47], [2.59, -4.29, -4.74], [2.54, -3.61, -1.96], [2.18, -1.81, -2.05], [3.36, -2.61, -3.05], [0.94, -1.68, -5.50], [2.68, -2.07, -5.25], [1.82, -0.86, -4.20], [-1.19, -1.19, -3.29], [-0.85, 3.94, -4.72], [-2.26, 4.22, -4.63], [-2.42, 5.37, -3.81], [-2.04, 6.69, -4.52], [-1.79, 7.73, -3.43], [-2.91, 7.18, -5.55], [-0.72, 2.90, -5.03], [-0.25, 4.08, -3.83], [-0.52, 4.53, -5.57], [-3.45, 5.51, -3.43], [-1.85, 5.22, -2.89], [-1.05, 6.48, -4.95], [-0.95, 7.57, -2.74], [-2.66, 7.74, -2.77], [-1.56, 8.74, -3.78], [-3.78, 7.56, -5.21], [-3.09, 6.34, -6.11], [-5.13, 7.61, 4.53], [-4.47, 6.42, 4.89], [-3.34, 6.11, 4.12], [-3.20, 4.58, 4.14], [-4.35, 3.80, 3.50], [-2.95, 4.21, 5.56], [-4.43, 8.45, 4.53], [-5.89, 7.81, 5.28], [-5.56, 7.55, 3.52], [-3.49, 6.42, 3.08], [-2.34, 6.50, 4.34], [-2.37, 4.27, 3.49], [-4.24, 2.72, 3.38], [-4.47, 4.26, 2.51], [-5.32, 4.01, 3.97], [-2.81, 3.20, 5.51], [-3.85, 4.40, 6.01]], "mulliken_charge": [-1.584, 1.810, -1.694, -1.001, -0.940, -1.315, 1.468, -1.871, -1.547, 0.766, -0.508, 0.218, 0.330, 0.432, 0.411, 0.267, 0.081, 0.144, 0.578, 0.457, 0.287, 0.489, 0.345, 0.521, 0.444, 0.036, 0.389, 0.276, 0.351, 0.343, -1.536, 2.125, -2.190, -1.018, -1.056, -1.448, 1.649, -2.064, -1.716, 0.444, -0.515, 0.387, -0.037, 0.498, 0.431, 0.581, 0.306, 0.436, 0.363, 0.348, 0.379, 0.494, 0.396, 0.457, 0.442, 0.402, 0.341, 0.422, 0.375, 0.365, -1.233, 3.049, -2.250, -2.393, -0.275, -0.849, 1.955, -1.097, -1.697, 0.704, 0.178, -0.451, 0.162, 0.472, 0.440, 0.429, 0.274, 0.420, 0.476, 0.419, 0.039, 0.648, -0.592, 0.549, -0.181, -0.132, 0.283, -0.005, 0.518, -0.296, -2.055, 2.482, -0.480, -1.527, 1.087, -1.540, 1.911, -1.681, -2.009, 0.233, -0.511, 0.411, 0.371, 0.419, -0.326, -0.920, 0.750, 0.437, 0.381, -0.254, -0.456, 0.305, 0.418, 0.120, 0.441, 0.449, 0.377, 0.394, 0.451, 0.382, -1.840, 1.985, -0.321, -1.629, -0.636, -1.426, 2.042, -1.126, -2.044, -0.243, 0.243, 0.395, 0.219, 0.476, -0.015, -0.740, 0.713, 0.395, 0.484, 0.242, 0.447, 0.440, 0.403, 0.236, -0.129, 0.507, 0.477, 0.447, 0.091, 0.229, -1.129, -0.477, -0.249, 0.629, -1.540, -0.690, 0.408, 0.421, 0.497, 0.459, -0.171, 0.240, 0.348, 0.343, 0.397, 0.261, 0.291, -0.820, -0.309, -1.008, 1.146, -1.131, -0.762, 0.314, 0.251, 0.335, 0.394, 0.407, -0.166, 0.129, 0.282, 0.366, 0.206, 0.345], "mol_weight_g_mol": 964.56, "lumo_energy_ev": 0.5, "smiles": "CC1(C)CCCC(C)(C)N1O.CC1(C)CCCC(C)(C)N1O.CC1(C)CCCC(C)(C)N1O.CC1(C)CCCC(C)(C)N1O.CC1(C)CCCC(C)(C)N1O.COC[C@H](C)N.COC[C@H](C)N", "orbital_gap_ev": 8.544}